## A
A cluster of 2 separate species, C3H13N2 in total. Source: the OMol25 dataset; level of theory: the ωB97M-V functional and the def2-TZVPD basis.

Properties
LUMO level ... -0.114 Eh
Charge ... +1
HOMO-LUMO gap ... 12.22 eV
Multiplicity ... 1

Each line ends with the natural charge from an NBO analysis.
Geometry (Å):
N1 -0.153 -0.616 -0.665  -0.71
N2 0.005 1.580 -2.483  -1.09
C1 0.686 0.661 1.330  -0.63
C2 -0.376 -0.324 0.762  -0.05
C3 -0.398 -1.667 1.556  -0.64
H1 -1.241 -2.274 1.146  0.22
H2 -0.845 1.995 -2.789  0.39
H3 1.694 0.213 1.220  0.22
H4 -0.192 0.208 -1.369  0.47
H5 -0.827 -1.284 -1.046  0.43
H6 0.606 1.677 0.890  0.23
H7 0.674 1.494 -3.338  0.40
H8 -1.397 0.128 0.802  0.22
H9 0.760 -1.082 -0.695  0.42
H10 0.512 -2.308 1.575  0.23
H11 -0.503 -1.393 2.612  0.25
H12 0.491 0.777 2.374  0.25
H13 0.503 2.214 -1.880  0.38



## B
A cluster of 2 separate species, C3H13N2 in total. Source: the OMol25 dataset; level of theory: the ωB97M-V functional and the def2-TZVPD basis.

Properties
LUMO level ... -0.113 Eh
Charge ... +1
HOMO-LUMO gap ... 11.54 eV
Multiplicity ... 1

Each line ends with the natural charge from an NBO analysis.
Geometry (Å):
N1 0.539 -0.965 1.188  -0.75
N2 0.532 0.623 -0.888  -0.63
C1 0.478 -0.263 -2.050  -0.44
C2 -0.769 1.409 -0.658  -0.44
C3 -0.471 -0.670 2.268  -0.41
H1 -1.452 -0.469 1.869  0.22
H2 -0.080 -1.168 -1.888  0.20
H3 -1.192 1.369 0.337  0.21
H4 1.491 -0.670 -2.298  0.23
H5 -0.610 2.407 -1.035  0.23
H6 0.339 -1.905 0.813  0.42
H7 -0.518 -1.479 2.951  0.22
H8 1.269 1.339 -1.082  0.41
H9 0.020 0.239 2.726  0.22
H10 1.461 -0.941 1.642  0.42
H11 -1.589 1.021 -1.279  0.22
H12 0.572 -0.102 0.319  0.45
H13 -0.022 0.223 -2.935  0.22



It is A that is most stable; the runner-up trails by 0.0399 hartree.



## A
A cluster of 2 separate species, C3H13N2 in total. Source: the OMol25 dataset; level of theory: the ωB97M-V functional and the def2-TZVPD basis.

Properties
LUMO level ... -0.115 Eh
Charge ... +1
HOMO-LUMO gap ... 10.88 eV
Multiplicity ... 1

Each line ends with the natural charge from an NBO analysis.
Geometry (Å):
N1 -0.575 -1.394 1.273  -0.88
N2 -0.444 0.834 -0.775  -0.55
C1 -0.166 0.021 -2.023  -0.46
C2 0.606 -1.560 2.176  -0.44
C3 0.236 2.162 -0.683  -0.48
H1 0.816 -2.658 2.424  0.21
H2 -1.079 0.215 -2.765  0.24
H3 0.569 2.336 0.454  0.25
H4 -0.734 -2.280 0.743  0.38
H5 0.500 -1.078 3.173  0.22
H6 -1.366 1.107 -0.733  0.43
H7 -0.137 -1.085 -1.826  0.25
H8 1.524 -1.155 1.699  0.19
H9 -1.325 -1.253 1.875  0.38
H10 1.183 2.449 -1.217  0.26
H11 -0.060 0.156 0.033  0.50
H12 0.766 0.260 -2.610  0.25
H13 -0.314 2.923 -1.219  0.24



## B
A cluster of 2 separate species, C3H13N2 in total. Source: the OMol25 dataset; level of theory: the ωB97M-V functional and the def2-TZVPD basis.

Properties
LUMO level ... -0.114 Eh
Charge ... +1
HOMO-LUMO gap ... 11.49 eV
Multiplicity ... 1

Each line ends with the natural charge from an NBO analysis.
Geometry (Å):
N1 -1.300 -0.822 0.725  -0.86
N2 0.207 0.967 -0.661  -0.74
C1 2.367 -0.116 -0.124  -0.67
C2 -2.690 -1.107 0.292  -0.45
C3 1.702 1.209 -0.278  -0.21
H1 1.825 -0.898 0.455  0.24
H2 -1.329 -0.385 1.681  0.38
H3 -3.126 -1.884 1.029  0.21
H4 3.490 -0.069 0.155  0.28
H5 -0.510 1.674 -0.604  0.43
H6 2.411 -0.480 -1.180  0.22
H7 2.015 1.941 -1.047  0.23
H8 -0.220 0.157 -0.049  0.46
H9 -3.398 -0.197 0.337  0.22
H10 1.730 1.916 0.741  0.23
H11 -1.003 -1.736 1.040  0.39
H12 0.269 0.656 -1.641  0.42
H13 -2.781 -1.634 -0.712  0.22



It is B that is most stable; the runner-up trails by 0.0286 hartree.



## A
The molecule C2H6Cl2N2O2. Source: the OMol25 dataset; level of theory: the ωB97M-V functional and the def2-TZVPD basis.

Properties
LUMO level ... 0.019 Eh
Charge ... 0
HOMO-LUMO gap ... 10.48 eV
Multiplicity ... 1

Each line ends with the natural charge from an NBO analysis.
Geometry (Å):
Cl1 -2.151 -0.372 0.077  -0.20
Cl2 2.123 0.444 0.010  -0.11
O1 0.418 -1.341 1.338  -0.67
O2 -0.306 1.140 -1.146  -0.71
N1 0.432 -1.595 -1.003  -0.85
N2 -0.325 1.559 1.007  -0.83
C1 0.585 -0.628 0.164  0.40
C2 -0.454 0.543 0.043  0.45
H1 0.640 -2.220 1.000  0.50
H2 0.025 -1.097 -1.744  0.39
H3 1.354 -1.896 -1.269  0.37
H4 -0.516 1.264 2.036  0.39
H5 -1.046 2.288 0.859  0.37
H6 -0.778 1.911 -1.372  0.50



## B
A cluster of 3 separate species, C2H6Cl2N2O2 in total. Source: the OMol25 dataset; level of theory: the ωB97M-V functional and the def2-TZVPD basis.

Properties
LUMO level ... 0.012 Eh
Charge ... 0
HOMO-LUMO gap ... 10.59 eV
Multiplicity ... 1

Each line ends with the natural charge from an NBO analysis.
Geometry (Å):
Cl1 -1.315 1.726 1.324  0.11
Cl2 -5.099 -1.534 1.121  -0.27
O1 1.828 2.364 -0.604  -0.33
O2 -0.020 -2.407 0.976  -0.48
N1 0.201 1.410 0.491  -0.24
N2 0.697 2.465 0.106  0.14
C1 2.472 1.109 -0.793  -0.33
C2 -0.537 -1.928 0.024  0.28
H1 1.745 0.293 -0.495  0.21
H2 -1.048 -1.011 0.089  0.10
H3 3.190 1.036 0.000  0.22
H4 -0.292 -2.117 -1.015  0.09
H5 -4.326 -2.466 0.676  0.27
H6 2.504 1.062 -1.901  0.23



It is A that is most stable; the runner-up trails by 0.1704 hartree.